(1)
ORCA calculation (ωB97M-V with the def2-TZVPD basis set) on a molecular structure, C15H40O5 in a non-equilibrium geometry.

Last column: Löwdin charge in e.
Positions of all 60 atoms, in Å:
C -20.521 -20.937 18.129  -0.039
C -20.650 -19.981 19.304  -0.474
C -19.515 -18.905 19.202  -0.065
O -21.855 -19.268 19.246  -0.084
H -20.842 -20.374 17.253  0.099
H -21.042 -21.844 18.437  0.039
H -19.468 -21.123 17.921  0.080
H -20.486 -20.425 20.286  0.131
H -18.537 -19.381 19.271  0.062
H -19.426 -18.075 19.904  0.067
H -19.561 -18.442 18.216  0.070
H -22.596 -19.878 19.284  -0.101
C -24.166 -19.941 21.034  -0.026
C -24.040 -21.181 20.241  -0.364
C -25.147 -21.388 19.168  -0.014
O -22.794 -21.089 19.472  -0.145
H -25.093 -19.929 21.608  0.043
H -24.098 -19.185 20.252  0.102
H -23.371 -19.824 21.770  0.105
H -24.051 -22.036 20.916  0.135
H -24.957 -22.065 18.334  0.087
H -25.431 -20.472 18.650  0.108
H -26.041 -21.796 19.640  0.028
H -22.956 -21.546 18.643  -0.152
C -23.147 -24.905 18.040  -0.026
C -23.079 -23.652 18.917  -0.412
C -21.840 -23.649 19.877  -0.008
O -22.872 -22.541 18.136  -0.041
H -24.162 -25.120 17.706  0.085
H -22.840 -25.830 18.529  0.081
H -22.373 -24.966 17.275  0.089
H -23.995 -23.570 19.501  0.127
H -21.802 -22.688 20.389  0.071
H -20.941 -23.595 19.264  0.088
H -21.882 -24.365 20.698  0.090
H -23.064 -22.669 17.204  0.164
C -30.585 -21.088 19.135  -0.068
C -29.187 -21.335 18.682  -0.431
C -28.261 -21.959 19.735  -0.043
O -29.144 -22.389 17.668  -0.068
H -30.617 -20.402 19.982  0.059
H -31.336 -21.849 19.344  0.088
H -31.093 -20.507 18.366  0.077
H -28.786 -20.393 18.308  0.142
H -27.200 -22.002 19.487  0.011
H -28.617 -22.957 19.989  0.100
H -28.331 -21.286 20.589  0.047
H -29.394 -21.951 16.851  0.075
C -27.283 -19.241 22.499  -0.025
C -28.520 -20.172 22.730  -0.497
C -29.302 -19.836 24.013  -0.042
O -29.360 -20.217 21.641  -0.102
H -26.471 -19.257 23.226  0.084
H -27.631 -18.231 22.281  0.087
H -26.716 -19.471 21.596  0.037
H -28.209 -21.214 22.807  0.130
H -30.222 -20.415 24.089  0.077
H -29.633 -18.800 23.934  0.082
H -28.660 -19.920 24.890  0.084
H -30.116 -20.670 22.024  0.097

Computed properties:
Orbital gap ... 8.82 eV
LUMO energy ... 0.0184 Ha
ΔE to the lowest compared entry with this formula, charge and spin ... 7.861 eV



(2)
ORCA calculation (ωB97M-V with the def2-TZVPD basis set) on a molecular structure, C15H41AsAuNO4S2Si3.

Last column: Löwdin charge in e.
Positions of all 68 atoms, in Å:
Au -1.628 0.455 0.789  0.541
O 2.796 4.412 0.995  -0.464
S 3.357 3.357 1.855  0.108
O 4.722 3.008 1.474  -0.435
O 3.162 3.625 3.274  -0.442
S 2.198 1.645 1.511  0.349
C -0.538 0.412 -3.510  -0.230
Si -0.440 -1.073 -2.367  0.242
C -2.207 -1.662 -2.099  -0.245
C 0.377 -2.469 -3.336  -0.224
As 0.443 -0.245 -0.354  0.698
Si 0.769 -2.245 0.832  0.235
C -0.878 -2.968 1.398  -0.251
C 1.775 -1.977 2.403  -0.227
C 1.592 -3.671 -0.095  -0.228
Si 2.888 0.641 -0.572  0.107
C 3.186 2.214 -1.567  -0.224
C 3.020 -0.560 -2.111  -0.302
C 4.434 -0.044 0.286  -0.245
H -1.122 0.200 -4.411  0.021
H 0.462 0.742 -3.813  0.015
H -1.003 1.244 -2.967  0.005
H -2.691 -1.885 -3.057  0.021
H -2.779 -0.887 -1.581  -0.001
H -2.239 -2.564 -1.479  0.005
H -0.121 -2.549 -4.309  0.022
H 0.273 -3.428 -2.821  0.004
H 1.442 -2.291 -3.503  0.005
H -1.399 -2.257 2.046  -0.001
H -0.712 -3.900 1.952  0.021
H -1.539 -3.179 0.552  0.001
H 1.813 -0.916 2.668  -0.017
H 2.808 -2.316 2.282  0.016
H 1.326 -2.525 3.236  0.019
H 0.929 -4.079 -0.863  0.002
H 1.824 -4.471 0.616  0.022
H 2.524 -3.371 -0.583  0.012
H 2.398 2.335 -2.319  0.010
H 4.138 2.082 -2.094  0.031
H 3.250 3.123 -0.959  -0.004
H 2.297 -0.288 -2.891  -0.017
H 2.829 -1.605 -1.838  -0.014
H 4.026 -0.505 -2.547  0.018
H 4.818 0.693 0.994  -0.006
H 5.206 -0.274 -0.461  0.018
H 4.205 -0.965 0.831  0.007
C -0.781 3.705 0.972  -0.052
C -0.546 3.558 -0.512  -0.613
N 0.584 4.176 -0.961  0.162
O -1.298 2.937 -1.256  -0.049
H -0.506 4.704 1.313  0.079
H -0.116 3.000 1.482  0.012
H -1.813 3.462 1.220  0.054
H 1.330 4.322 -0.280  0.044
H 0.873 3.901 -1.886  0.081
C -4.656 -1.272 1.207  -0.124
C -4.174 -0.372 2.343  -0.571
C -5.363 0.041 3.219  -0.124
C -3.416 0.850 1.809  -0.372
H -5.200 -2.146 1.582  0.062
H -3.808 -1.615 0.610  0.032
H -5.324 -0.710 0.543  0.074
H -3.493 -0.961 2.969  0.103
H -6.053 0.667 2.641  0.068
H -5.024 0.623 4.080  0.063
H -5.918 -0.829 3.591  0.058
H -3.183 1.509 2.659  0.013
H -4.104 1.427 1.171  0.023

Computed properties:
Orbital gap ... 6.77 eV
Charge ... -2
LUMO energy ... 0.1747 Ha
ΔE to the lowest compared entry with this formula, charge and spin ... 0.000 eV



(3)
ORCA calculation (ωB97M-V with the def2-TZVPD basis set) on 8 unconnected molecules or ions with the total composition C15H42F3O10S in a non-equilibrium geometry.

Last column: Löwdin charge in e.
Positions of all 71 atoms, in Å:
C 0.345 -2.119 -0.536  -0.657
F 1.259 -1.406 0.190  0.074
F 0.347 -3.304 -0.017  0.140
F -0.891 -1.590 -0.410  0.094
S 0.895 -2.169 -2.396  0.479
O -0.344 -2.362 -3.214  -0.388
O 1.496 -0.865 -2.571  -0.376
O 1.865 -3.259 -2.518  -0.362
C -2.427 -5.603 4.311  -0.079
C -2.070 -6.970 3.656  -0.331
O -1.688 -7.895 4.631  -0.079
H -1.551 -5.201 4.820  0.069
H -3.273 -5.685 4.994  0.065
H -2.633 -4.871 3.531  0.068
H -1.266 -6.775 2.946  0.104
H -2.877 -7.388 3.055  0.105
H -2.141 -8.733 4.510  0.079
C 7.354 -2.779 2.138  -0.087
C 7.716 -2.061 0.811  -0.359
O 6.594 -1.686 0.116  -0.053
H 8.285 -2.995 2.663  0.062
H 6.849 -3.732 1.978  0.071
H 6.718 -2.129 2.738  0.066
H 8.343 -2.754 0.250  0.107
H 8.357 -1.198 0.996  0.100
H 5.994 -1.153 0.642  0.093
C -5.224 -3.552 -2.621  -0.084
C -5.314 -2.234 -3.412  -0.335
O -5.665 -2.505 -4.723  -0.078
H -5.207 -3.353 -1.549  0.062
H -4.305 -4.123 -2.753  0.076
H -6.105 -4.184 -2.736  0.061
H -4.320 -1.787 -3.391  0.117
H -6.002 -1.476 -3.038  0.104
H -6.589 -2.764 -4.694  0.077
C -1.888 3.302 -3.516  -0.142
C -1.134 3.340 -4.719  -0.338
O -0.722 1.958 -4.915  -0.076
H -1.485 2.832 -2.619  0.092
H -2.835 2.814 -3.748  0.085
H -2.161 4.338 -3.316  0.076
H -0.224 3.906 -4.518  0.106
H -1.666 3.808 -5.548  0.118
H -0.058 1.827 -4.235  0.076
C 4.565 4.789 -1.825  -0.093
C 4.993 3.351 -1.959  -0.365
O 4.094 2.537 -1.307  -0.065
H 5.232 5.484 -2.334  0.062
H 4.720 5.160 -0.812  0.070
H 3.590 4.970 -2.278  0.075
H 5.962 3.110 -1.520  0.110
H 5.051 3.031 -2.999  0.113
H 3.561 2.111 -1.982  0.092
C -4.851 2.484 0.504  -0.085
C -4.568 3.172 1.825  -0.347
O -5.090 2.473 2.934  -0.080
H -4.844 3.297 -0.222  0.071
H -5.882 2.136 0.568  0.075
H -4.129 1.704 0.261  0.078
H -5.140 4.100 1.794  0.105
H -3.486 3.300 1.855  0.107
H -5.069 3.044 3.706  0.077
C 0.600 4.000 4.435  -0.090
C 1.292 3.618 3.143  -0.316
O 2.716 3.856 3.144  -0.088
H 0.996 3.487 5.311  0.069
H -0.464 3.783 4.528  0.069
H 0.769 5.069 4.569  0.071
H 0.860 4.188 2.321  0.102
H 1.142 2.584 2.830  0.108
H 3.023 3.699 2.248  0.073

Computed properties:
Orbital gap ... 7.71 eV
Charge ... -1
LUMO energy ... 0.0783 Ha
ΔE to the lowest compared entry with this formula, charge and spin ... 0.000 eV